# 1
ORCA calculation (wB97M-V/def2-TZVPD) on a molecular structure, C6H29CrN10O9.

ORCA input file:
```
! wB97M-V def2-TZVPD RIJCOSX def2/J DEFGRID3
* xyz 1 5
Cr -1.28751 0.79884 -2.75281
C -0.31390 -0.43955 -0.03356
O -0.51950 -0.36107 -1.41848
H -0.31793 0.54565 0.45261
H -1.06986 -1.06986 0.43752
H 0.68675 -0.82953 0.19552
C 3.86725 0.23046 2.57016
O 3.96717 1.08441 3.43404
N 2.67825 -0.40556 2.32276
N 4.95015 -0.15676 1.81319
H 2.52934 -1.18274 1.70855
H 1.86649 0.10145 2.64003
H 5.79368 0.36933 1.95121
H 4.99809 -0.98383 1.25090
C -0.59368 -4.41994 -1.56756
O -0.96526 -5.56703 -1.45671
N -1.45224 -3.37601 -1.85136
N 0.73023 -4.03556 -1.50938
H -1.07817 -2.43876 -1.80847
H -2.43203 -3.51451 -1.99145
H 1.35694 -4.70097 -1.09288
H 0.97011 -3.06058 -1.48532
C -2.38177 3.91398 0.40686
O -2.25679 4.41644 -0.70005
N -1.77942 2.73519 0.74553
N -3.06680 4.52323 1.42112
H -2.00152 2.30577 1.63996
H -1.19300 2.32331 0.05474
H -2.98610 4.26491 2.38866
H -3.64668 5.30808 1.19203
C 3.20246 0.87188 -2.53237
O 2.69728 1.96650 -2.62205
N 2.92010 -0.00826 -1.51385
N 3.89244 0.28879 -3.58717
H 2.11393 0.12766 -0.93579
H 3.49654 -0.81689 -1.37392
H 4.26834 0.94797 -4.24637
H 4.24580 -0.64571 -3.50169
C -3.20125 0.51419 3.08539
O -2.50314 1.50819 3.24870
N -4.56653 0.57954 3.16746
N -2.69261 -0.72311 2.80760
H -5.12719 -0.23240 3.35592
H -4.97567 1.47414 3.36520
H -3.29834 -1.52517 2.86056
H -1.72944 -0.90917 3.02674
O -2.38658 -1.01014 -3.45434
H -3.12873 -1.59925 -3.28005
H -2.03186 -1.29629 -4.30502
O 0.63639 1.23940 3.91690
H 1.54445 1.56465 3.81791
H 0.16860 1.51404 3.12070
O 0.25412 0.03890 -4.14991
H 0.05546 0.19393 -5.08280
H 1.09317 -0.44219 -4.14513
*
```

Output
LUMO energy (alpha / beta) (eV): -4.9194 / -4.7547
Orbital gap (alpha / beta) (hartree): 0.264 / 0.270
Energy (hartree): -2515.12085

# 2
ORCA calculation (wB97M-V/def2-TZVPD) on 11 unconnected molecules or ions with the total composition C6H29F6N2O9P.

ORCA input file:
```
! wB97M-V def2-TZVPD RIJCOSX def2/J DEFGRID3
* xyz -1 2
C -4.92479 -4.10923 -2.50234
C -5.05130 -2.79771 -1.65882
N -3.76181 -2.34781 -1.11195
C -2.79028 -1.64761 -1.80499
C -1.73181 -1.37222 -0.92673
N -2.05029 -1.93175 0.28602
C -3.30113 -2.49008 0.17808
C -1.25681 -1.95930 1.44551
H -4.48760 -3.95719 -3.48917
H -5.85473 -4.59639 -2.79555
H -4.46641 -4.91544 -1.92961
H -5.74645 -2.80995 -0.81934
H -5.28191 -2.00849 -2.37440
H -2.90666 -1.44060 -2.85855
H -0.96158 -0.66775 -1.20396
H -3.84402 -3.04953 0.92553
H -0.29300 -2.44560 1.29490
H -1.66424 -2.62011 2.21065
H -1.06149 -0.97761 1.87708
P 1.43893 0.62044 0.21591
F 0.94670 -0.93377 -0.04875
F 0.94664 0.39118 1.74879
F 3.00320 0.24231 0.61871
F 1.75054 2.22283 0.41032
F 1.87952 0.70105 -1.33955
F 0.00937 1.31025 -0.26637
O -0.03187 3.01666 4.03786
H -0.34167 2.24290 4.50855
H -0.05655 2.76229 3.11540
O 2.50683 0.82042 4.08150
H 1.67073 0.72708 4.53806
H 2.36133 0.41165 3.22830
O -1.00799 1.87613 -3.06639
H -1.08448 1.75899 -2.11947
H -0.97515 0.98585 -3.41646
O 4.29100 -0.67853 -2.00861
H 3.62840 -0.05755 -1.70602
H 3.86331 -1.15961 -2.71704
O 4.87224 2.88807 -0.48195
H 4.71810 2.27274 0.23488
H 4.03481 3.33721 -0.59695
O 3.52975 3.37588 3.09170
H 3.14671 3.45878 2.21841
H 3.21822 2.52898 3.41099
O 3.25655 -2.93820 1.24028
H 2.77850 -2.13273 1.04304
H 3.27759 -3.41420 0.41009
O -0.39735 4.17021 0.06214
H -1.20312 3.82598 0.44747
H 0.27334 3.52816 0.29491
O 2.06596 3.36764 -2.13475
H 1.31713 3.95760 -2.22099
H 1.74907 2.65767 -1.57639
*
```

Output
LUMO energy (alpha / beta) (eV): 2.4244 / 2.3529
Orbital gap (alpha / beta) (hartree): 0.160 / 0.314
Energy (hartree): -1973.45873

# 3
ORCA calculation (wB97M-V/def2-TZVPD) on 10 unconnected molecules or ions with the total composition C6H29NO10.

ORCA input file:
```
! wB97M-V def2-TZVPD RIJCOSX def2/J DEFGRID3
* xyz -1 2
C -0.49529 -2.77235 -0.42691
N -0.96402 -1.45340 -0.66870
C -2.01051 -0.98489 0.07676
C -2.85135 0.15494 -0.36564
O -2.04746 -1.59326 1.18020
C -0.42733 -0.86759 -1.87177
C -0.18542 -2.11504 -2.94470
C 0.01557 -3.27600 -1.88972
H 0.40366 -2.93418 0.25651
H -1.23159 -3.39443 -0.13154
H -2.16196 0.92647 -0.96671
H -3.61450 -0.14559 -1.14579
H -3.31904 0.68609 0.44565
H 0.51931 -0.31463 -1.81232
H -1.18892 -0.17068 -2.39754
H 0.58108 -2.04809 -3.67560
H -1.13044 -2.00096 -3.49423
H -0.60015 -4.10159 -2.17033
H 1.05823 -3.53344 -1.60865
H -1.96338 4.22259 1.12971
H -0.53648 4.48453 1.10730
O -1.31562 4.68212 0.64335
H 4.38099 2.54725 -1.35566
H 3.52338 1.49970 -1.21706
O 3.85107 2.20749 -0.67279
H 2.53507 -0.77426 1.56938
H 2.89202 -2.05643 2.30882
O 3.15566 -1.42654 1.58778
H -3.83553 2.46711 1.88081
H -3.10690 1.48320 2.83631
O -3.12322 2.43477 2.51651
H 3.75507 -0.93177 -0.40360
H 4.33355 -1.95651 -1.22359
O 4.37497 -1.03409 -0.98419
H 1.40315 2.36957 -2.60331
H 1.35296 2.29832 -0.96450
O 1.17161 1.79197 -1.97283
H 0.63543 -0.76178 1.29802
H 0.81299 -0.54087 2.79698
O 1.07054 -0.23747 1.94711
H -2.24875 -0.34657 2.46010
H -3.73123 -0.62545 2.76378
O -2.97015 -0.26101 3.15350
H 1.73143 2.64498 1.33550
H 0.39977 2.54173 1.96134
O 1.10176 3.21606 1.71225
*
```

Output
LUMO energy (alpha / beta) (eV): 2.9232 / 2.6587
Orbital gap (alpha / beta) (hartree): 0.095 / 0.347
Energy (hartree): -1053.03579
Energy above the lowest of the compared OMol25 structures with the same formula, charge and spin (kJ/mol): 73.3

# 4
ORCA calculation (wB97M-V/def2-TZVPD) on 9 unconnected molecules or ions with the total composition C6H29NO9.

ORCA input file:
```
! wB97M-V def2-TZVPD RIJCOSX def2/J DEFGRID3
* xyz 0 1
C -0.19068 0.93926 3.83117
C -1.41785 0.70501 2.97623
C -1.19347 -0.07535 1.66909
C -0.26106 -1.30704 1.80022
C 0.71488 -1.37924 0.63984
O 0.40774 -1.05858 -0.52064
N 1.92626 -1.90012 0.87545
C 2.68008 -1.93485 2.11556
H 0.27103 0.02011 4.20715
H -0.49197 1.45876 4.74422
H 0.69118 1.45564 3.44204
H -2.02145 1.61167 2.88641
H -2.16577 0.14831 3.56010
H -0.67332 0.59416 0.99136
H -2.16808 -0.42418 1.35244
H 0.29553 -1.33302 2.73223
H -0.82621 -2.24137 1.75596
H 2.44867 -2.05201 0.00973
H 2.45014 -2.84183 2.69264
H 2.42923 -1.16681 2.84760
H 3.72784 -1.94690 1.83962
O -1.57611 3.95072 -1.27855
H -1.34289 3.09120 -1.64782
H -0.91934 4.10494 -0.56934
O -3.22886 -1.74192 -0.54746
H -3.25059 -0.79083 -0.69280
H -2.34000 -2.03602 -0.76174
O -2.08107 -1.46029 -3.10006
H -2.88655 -1.04865 -3.44207
H -2.42781 -2.35084 -2.95547
O 0.20494 3.57107 0.78142
H -0.03092 3.23797 1.65584
H 0.63170 2.77924 0.38287
O 1.60166 1.47569 -0.25117
H 1.24077 0.57783 -0.35514
H 1.68844 1.80359 -1.15620
O 1.37263 0.12647 -3.12883
H 0.63996 -0.06058 -2.53273
H 1.29274 -0.37840 -3.94042
O -1.32216 0.90451 -1.87573
H -1.13724 0.36020 -2.64294
H -0.92969 0.55618 -1.06762
O 2.66145 -1.95765 -1.93385
H 2.46434 -1.01635 -2.02236
H 3.33620 -2.16917 -2.58483
*
```

Output
LUMO energy (eV): 0.2292
Orbital gap (hartree): 0.367
SMILES string: CCCCC(=O)NC.O.O.O.O.O.O.O.O
Energy (hartree): -977.93168
Energy above the lowest of the compared OMol25 structures with the same formula, charge and spin (kJ/mol): 184.0

Which formula does entry 3 have? C6H29NO10